22
Properties=species:S:1:pos:R:3:forces:R:3 method="wB97M-V/def2-TZVPD" de_lowest_kj_mol=643.1 mol_weight_g_mol=118.180 multiplicity=1 lumo_ev=0.88 orbital_gap_ev=8.373 e_tot_ev=-10434.3632
C 0.839 0.502 -0.305 2.49 -3.92 -1.55
C 0.083 -0.503 0.336 -3.49 3.59 1.84
C 1.760 -1.154 -0.982 0.59 2.10 -0.63
C -1.430 1.240 2.239 -0.16 -0.47 0.06
C 1.021 -1.957 -2.028 -0.20 0.01 0.06
N -1.065 0.944 0.869 0.23 -0.46 -0.06
N -2.161 1.020 -0.038 0.02 -0.39 0.15
O 1.747 1.186 0.442 -0.03 0.43 -0.04
H 1.719 2.116 0.180 0.06 -0.28 0.11
H 0.479 0.950 -1.224 -0.17 -0.02 0.17
H -2.515 1.978 -0.100 0.30 -0.20 0.08
H -2.949 0.447 0.276 0.03 0.06 0.06
H -0.674 -1.025 -0.230 0.40 -0.28 -0.14
H 0.454 -0.904 1.269 0.05 -0.07 -0.13
H 2.247 -1.769 -0.225 -0.34 0.23 0.33
H 2.546 -0.541 -1.428 0.16 -0.25 -0.15
H -0.542 1.179 2.875 -0.05 0.00 -0.08
H -2.186 0.542 2.642 -0.02 0.02 0.08
H -1.849 2.256 2.344 0.14 -0.17 -0.16
H 0.389 -1.315 -2.649 0.04 -0.05 0.00
H 1.713 -2.484 -2.695 -0.07 0.06 0.07
H 0.374 -2.708 -1.570 0.00 0.02 -0.07


22
Properties=species:S:1:pos:R:3:forces:R:3 method="wB97M-V/def2-TZVPD" de_lowest_kj_mol=179.8 mol_weight_g_mol=118.180 multiplicity=1 lumo_ev=0.92 orbital_gap_ev=9.692 e_tot_ev=-10439.1643
C -1.640 -1.264 1.163 0.61 0.97 -0.36
C -0.863 0.067 1.362 -0.64 -0.11 -0.21
O -1.785 1.097 1.740 -0.16 -0.01 0.19
C -0.033 0.475 0.133 -0.25 -1.04 0.41
C -0.936 0.700 -1.071 -0.34 0.50 -1.15
N 0.958 -0.579 -0.055 0.17 0.29 0.35
C 2.183 -0.245 -0.727 0.20 -0.09 -1.20
N 2.117 -0.252 -2.197 -0.69 -0.09 0.39
H -1.034 -2.071 1.555 -0.22 -0.32 0.13
H -2.593 -1.140 1.653 -0.16 -0.32 0.44
H -1.860 -1.454 0.111 0.07 -0.02 -0.05
H -0.203 -0.048 2.219 0.23 -0.03 -0.07
H -1.839 1.800 1.090 0.14 -0.06 -0.20
H 0.485 1.376 0.435 0.28 0.36 -0.14
H -0.912 -0.096 -1.818 0.30 -0.25 0.29
H -0.725 1.596 -1.667 0.28 0.05 0.29
H -1.983 0.783 -0.816 -0.37 0.10 0.35
H 0.534 -1.382 -0.499 0.00 -0.06 -0.03
H 2.520 0.738 -0.418 0.00 0.13 0.49
H 2.940 -0.974 -0.459 0.17 -0.09 0.19
H 2.768 -0.831 -2.696 0.14 0.23 0.04
H 1.905 0.635 -2.623 0.25 -0.13 -0.15


22
Properties=species:S:1:pos:R:3:forces:R:3 method="wB97M-V/def2-TZVPD" de_lowest_kj_mol=244.7 mol_weight_g_mol=118.180 multiplicity=1 lumo_ev=0.84 orbital_gap_ev=9.618 e_tot_ev=-10438.4918
C 1.527 2.224 -0.478 -0.41 0.30 -0.49
C 1.470 0.913 -0.265 0.32 0.27 0.87
C 1.023 0.359 1.074 -0.79 -0.98 -2.21
C -0.343 -0.382 0.869 1.43 -0.02 2.70
N -1.078 -0.286 2.146 -0.79 0.82 -0.68
C -0.094 -1.832 0.453 -0.91 0.86 -1.52
N -1.303 -2.282 -0.263 0.03 0.03 0.48
H 0.941 2.900 0.141 0.58 -0.03 0.53
H 2.026 2.719 -1.303 -0.28 -0.39 -0.32
H 1.792 0.171 -0.989 0.41 0.23 -0.10
H 1.742 -0.434 1.290 0.26 0.36 0.76
H 0.933 1.148 1.802 0.09 -0.04 0.37
H -0.885 0.205 0.155 -0.56 -0.07 -0.61
H -0.967 -1.019 2.828 0.23 -0.31 -0.29
H -2.060 -0.175 1.934 -0.06 -0.24 0.32
H 0.103 -2.417 1.344 0.08 -0.21 0.00
H 0.753 -1.842 -0.242 0.34 -0.25 0.33
H -1.333 -3.275 -0.434 0.15 -0.15 -0.04
H -1.315 -1.806 -1.156 -0.14 -0.13 -0.08
O -0.629 1.376 -2.897 -0.65 0.24 0.36
H -0.666 1.609 -1.958 0.50 -0.12 -0.08
H -1.505 1.667 -3.186 0.19 -0.15 -0.30